## one
# C6H10O

One molecule with the formula C6H10O (wB97M-V/def2-TZVPD, the OMol25 dataset).

```
! RIJCOSX wB97M-V def2-TZVPD def2/J DEFGRID3
* xyz 0 1
C -1.44 -0.54 -0.69
C -0.12 -0.06 -0.06
C 0.73 0.88 -1.01
C 1.02 1.39 0.33
C -0.31 1.19 0.91
O 1.88 -0.82 1.13
C 0.68 -1.22 0.56
H -1.24 -1.27 -1.49
H -2.01 0.29 -1.12
H -2.07 -1.03 0.06
H 1.56 0.47 -1.59
H 0.02 1.42 -1.64
H 1.95 0.18 1.01
H -1.15 1.77 0.52
H -0.37 1.04 1.99
H 0.85 -1.97 -0.23
H 0.03 -1.71 1.32
*
```

HOMO (eV): -8.44

Results of the Mulliken charge analysis, in e, for atoms 1 through 2: atom 1 (C): -1.6506, atom 2 (C): 0.8875

---

## two
# C6H10O

C6H10O as an isolated structure (wB97M-V/def2-TZVPD, the OMol25 dataset).

```
! RIJCOSX wB97M-V def2-TZVPD def2/J DEFGRID3
* xyz 0 1
C 0.01 0.30 2.26
C 0.06 0.64 0.78
C 1.05 -0.16 -0.11
C -0.05 -0.25 -1.16
C -0.01 0.18 -2.58
O -0.15 -1.50 -1.91
C -1.10 0.15 -0.12
H -0.13 -0.78 2.40
H 0.94 0.59 2.77
H -0.82 0.81 2.76
H 0.21 1.72 0.65
H 1.99 0.34 -0.42
H 1.29 -1.14 0.32
H -0.85 -1.25 -2.59
H 1.04 0.20 -2.90
H -1.60 -0.73 0.31
H -1.86 0.87 -0.45
*
```

HOMO (eV): -8.75

Results of the Mulliken charge analysis, in e, for atoms 1 through 2: atom 1 (C): -1.5344, atom 2 (C): 0.6278

---

Relative energies with respect to the most stable structure, expressed in hartree: one 0.0000; two 0.0147.

---

## one
# C6H10O

One molecule with the formula C6H10O (wB97M-V/def2-TZVPD, the OMol25 dataset).

```
! RIJCOSX wB97M-V def2-TZVPD def2/J DEFGRID3
* xyz 0 1
C -2.13 -0.29 0.05
C -1.11 0.75 -0.34
C -0.11 1.27 0.67
C 0.36 0.45 -0.50
C 0.97 -0.91 -0.24
C 2.45 -0.77 0.07
O 3.14 0.14 -0.32
H -3.09 0.19 0.30
H -1.82 -0.87 0.93
H -2.32 -0.99 -0.77
H -1.48 1.49 -1.04
H 0.13 2.33 0.69
H -0.11 0.79 1.65
H 0.87 0.99 -1.28
H 0.89 -1.56 -1.13
H 0.48 -1.45 0.58
H 2.89 -1.57 0.69
*
```

HOMO (eV): -9.70
SMILES: C[C@H]1C[C@H]1CC=O

Results of the Mulliken charge analysis, in e, for atoms 1 through 2: atom 1 (C): -1.4056, atom 2 (C): 0.2605

---

## two
# C6H10O

One molecule with the formula C6H10O (wB97M-V/def2-TZVPD, the OMol25 dataset).

```
! RIJCOSX wB97M-V def2-TZVPD def2/J DEFGRID3
* xyz 0 1
C -0.62 -0.97 -1.72
C -0.15 -0.67 -0.28
C 1.21 0.04 -0.39
C 1.41 0.68 0.95
C 0.27 0.76 1.62
C -0.90 0.10 0.91
O -1.93 1.04 0.63
H -0.64 -0.07 -2.35
H 0.16 -1.62 -2.16
H -1.56 -1.50 -1.83
H 0.01 -1.66 0.19
H 1.11 0.84 -1.13
H 2.02 -0.62 -0.73
H 2.36 1.09 1.27
H 0.14 1.32 2.55
H -1.36 -0.67 1.55
H -1.64 1.90 0.97
*
```

HOMO (eV): -9.51
SMILES: C[C@H]1CC=C[C@H]1O

Results of the Mulliken charge analysis, in e, for atoms 1 through 2: atom 1 (C): -1.3908, atom 2 (C): 0.3711

---

Relative energies with respect to the most stable structure, expressed in hartree: one 0.0037; two 0.0000.

---

## one
# C6H10O

C6H10O as an isolated structure (wB97M-V/def2-TZVPD, the OMol25 dataset).

```
! RIJCOSX wB97M-V def2-TZVPD def2/J DEFGRID3
* xyz 0 1
C 2.06 0.51 0.09
C 0.63 -0.01 -0.03
C -0.13 -1.33 0.55
C -0.93 -0.98 -0.70
C -1.67 0.30 -0.30
C -0.45 1.05 0.29
O 0.28 -0.46 -1.35
H 2.15 1.52 -0.34
H 2.79 -0.12 -0.43
H 2.35 0.60 1.14
H -0.68 -1.25 1.51
H 0.34 -2.32 0.50
H -1.42 -1.71 -1.33
H -2.48 0.16 0.42
H -2.08 0.79 -1.19
H -0.27 2.02 -0.18
H -0.50 1.19 1.37
*
```

HOMO (eV): -9.53

Results of the Mulliken charge analysis, in e, for atoms 1 through 2: atom 1 (C): -1.4612, atom 2 (C): 0.8430

---

## two
# C6H10O

A 2-piece molecular cluster, C6H10O overall (wB97M-V/def2-TZVPD, the OMol25 dataset).

```
! RIJCOSX wB97M-V def2-TZVPD def2/J DEFGRID3
* xyz 0 1
C -1.14 0.99 -0.53
C -1.15 -0.39 -0.08
C -0.97 -1.03 1.31
C -1.43 -2.29 1.56
C -0.16 -0.29 2.39
C 0.84 -0.68 3.27
H -1.76 1.28 -1.38
H -1.00 1.77 0.35
H -1.01 -1.14 -0.92
H -1.41 -2.60 2.59
H -2.19 -2.76 0.92
H -0.20 0.85 2.16
H 1.37 0.16 3.74
H 1.14 -1.71 3.61
O 2.96 2.54 -5.90
H 3.34 3.23 -5.36
H 2.03 2.75 -6.03
*
```

HOMO (eV): -8.79
SMILES: C=CC(=C)C=C.O

Results of the Mulliken charge analysis, in e, for atoms 1 through 2: atom 1 (C): -0.7064, atom 2 (C): -0.1939

---

Relative energies with respect to the most stable structure, expressed in hartree: one 0.0000; two 0.0928.